# 1
Here is a single C4H10OS2 molecule at a distorted geometry from OMol25. Energies are from ωB97M-V/def2-TZVPD.

HOMO-LUMO gap   9.12 eV
Maximum force   2.52 eV/Å
E_tot   -28027.2466 eV
Energy relative to the best compared isomer or geometry (same formula, charge and spin)   129.8 kJ/mol
Total charge   0

CARTESIAN COORDINATES (ANGSTROEM)
C 0.52936 -1.79518 -1.37105
C 1.86624 -1.13847 -1.80790
O 2.80762 -1.12392 -0.77198
C -0.11331 -1.21411 -0.08929
S -0.28653 0.61102 -0.34222
S -1.82287 0.98099 1.04993
C -0.87628 2.03915 2.24319
H -0.14267 -1.89905 -2.21782
H 0.75966 -2.83232 -1.07862
H 2.22040 -1.81500 -2.57830
H 1.65784 -0.14038 -2.18562
H 2.53048 -1.14393 0.13401
H 0.59879 -1.38450 0.73008
H -1.00061 -1.72264 0.26496
H -1.53668 2.75536 2.72702
H -0.73526 1.31800 3.05938
H 0.08061 2.51593 2.06584

Forces on the atoms, in the same order (eV/Å):
0.205 -0.824 0.962
-1.847 -0.895 1.091
1.675 0.073 -0.771
1.498 0.577 -0.512
-1.272 -0.792 0.692
1.450 1.232 -0.684
-0.944 -1.353 1.904
-0.252 0.443 -0.050
0.133 0.087 -0.241
0.444 0.352 -0.338
0.276 0.190 -0.193
-0.944 0.089 0.265
-0.064 0.221 -0.054
-0.511 0.239 -0.513
-0.285 0.300 -0.533
0.524 0.261 -0.021
-0.086 -0.202 -1.005

---

# 2
Here is 2 unconnected molecules or ions with the total composition CH7OS at a distorted geometry from OMol25. Energies are from ωB97M-V/def2-TZVPD.

HOMO-LUMO gap   10.79 eV
Maximum force   2.92 eV/Å
E_tot   -14024.4349 eV
Energy relative to the best compared isomer or geometry (same formula, charge and spin)   110.2 kJ/mol
Total charge   +1

CARTESIAN COORDINATES (ANGSTROEM)
O 0.27669 1.09271 1.85460
H 1.43886 -1.69405 -0.81736
H -0.25908 1.89354 1.74101
H 0.49526 1.02333 2.79355
C -0.63231 -0.53942 -1.32941
S 0.92331 -0.52951 -0.39675
H -0.55864 -1.23536 -2.15621
H -0.80342 0.44484 -1.73981
H -1.44779 -0.80099 -0.68383
H 0.56712 0.34492 0.73420

Forces on the atoms, in the same order (eV/Å):
-0.467 0.543 -0.608
0.170 -0.335 1.272
0.126 -0.125 -0.005
0.218 -0.350 -0.076
0.069 0.148 -0.136
-0.463 0.919 -2.734
0.116 -0.140 0.014
0.116 0.274 -0.052
-0.314 -0.283 0.270
0.429 -0.650 2.055

---

# 3
Here is a molecular structure, CH6N2S at a distorted geometry from OMol25. Energies are from ωB97M-V/def2-TZVPD.

HOMO-LUMO gap   7.22 eV
Maximum force   6.05 eV/Å
E_tot   -14944.9663 eV
Energy relative to the best compared isomer or geometry (same formula, charge and spin)   445.9 kJ/mol
Total charge   0

CARTESIAN COORDINATES (ANGSTROEM)
S -2.67330 1.44938 0.76524
H -3.48198 0.40924 0.55792
N 1.70872 -0.15587 -1.91877
C 1.74318 -0.49779 -0.64246
N 0.73791 -0.30784 0.25546
H 1.43690 -1.16494 -2.59387
H -2.80642 1.31208 2.55542
H 2.61744 -0.78495 -0.20115
H 1.01152 0.23009 1.01339
H -0.29397 -0.48939 0.20882

Forces on the atoms, in the same order (eV/Å):
-0.074 -0.136 4.180
-0.156 -0.149 0.115
-2.094 -5.548 -1.206
-2.931 1.767 -3.441
-1.447 -1.084 -0.508
1.606 4.178 2.255
0.241 0.242 -4.292
2.739 -0.618 1.619
0.421 0.482 2.242
1.695 0.866 -0.965

---

# 4
Here is a molecular structure, C24H25BrI2N3O2PRbS2 from OMol25. Energies are from ωB97M-V/def2-TZVPD.

HOMO-LUMO gap   7.11 eV
Maximum force   0.83 eV/Å
E_tot   -151723.9993 eV
Energy relative to the best compared isomer or geometry (same formula, charge and spin)   0.0 kJ/mol
Total charge   -1

CARTESIAN COORDINATES (ANGSTROEM)
Rb -0.40343 1.41301 1.63126
I -2.60093 4.19287 2.79623
C -3.59546 5.88291 1.98958
I -4.31910 5.72921 -0.00445
H -2.91202 6.72290 1.99357
H -4.45754 6.10328 2.60672
C -0.99547 1.16506 -4.47281
N -1.50255 1.77031 -3.26653
C -2.81793 1.87112 -2.88235
C -2.79766 2.38889 -1.62031
N -1.50431 2.58854 -1.21650
C -0.76198 2.21301 -2.22528
H -1.43142 1.63871 -5.35296
H -1.21721 0.09657 -4.48243
H 0.08463 1.29383 -4.49836
H -3.62183 1.56477 -3.52852
H -3.63259 2.60968 -0.97751
H 0.31397 2.17939 -2.24909
N 1.04125 -0.94555 2.84254
H 2.01643 -0.69822 2.96502
H 1.00193 -1.55792 2.02769
H 0.76886 -1.49191 3.64979
S 1.38881 -3.49273 0.18369
P 0.81545 -2.32027 -1.30699
S 0.18207 -0.46951 -0.91178
C -0.47740 -3.16768 -2.29453
C -1.72604 -2.60039 -2.50665
C -2.68276 -3.27194 -3.25764
C -2.39354 -4.50893 -3.80956
C -1.14349 -5.08051 -3.60132
C -0.19582 -4.41634 -2.84520
C 2.14515 -2.20218 -2.56154
C 3.42642 -2.66521 -2.30865
C 4.41949 -2.53782 -3.27053
C 4.13561 -1.95687 -4.49495
C 2.84943 -1.49755 -4.75782
C 1.86549 -1.61688 -3.79427
H -1.93839 -1.62754 -2.07845
H -3.65642 -2.82083 -3.40698
H -3.13875 -5.03060 -4.39696
H -0.91037 -6.04932 -4.02545
H 0.77284 -4.86829 -2.66419
H 3.63032 -3.12994 -1.35169
H 5.41830 -2.89952 -3.05947
H 4.90961 -1.86204 -5.24596
H 2.61709 -1.04791 -5.71550
H 0.86434 -1.25416 -3.99417
Br 2.23789 1.00127 9.94278
C 1.54377 1.43011 8.22340
C 2.42198 1.67272 7.17908
C 1.90505 1.99056 5.93330
C 0.53154 2.04910 5.72609
C -0.32586 1.79288 6.78724
C 0.17258 1.49042 8.04506
C -0.02150 2.37030 4.34483
O 0.76548 2.87123 3.51918
O -1.22632 2.05899 4.13040
H 3.48932 1.61483 7.34306
H 2.55606 2.20300 5.09603
H -1.39166 1.82343 6.60425
H -0.49144 1.29566 8.87655

Forces on the atoms, in the same order (eV/Å):
-0.161 -0.261 -0.774
-0.003 -0.042 0.102
-0.038 0.146 0.063
0.002 -0.062 -0.040
0.023 -0.023 0.001
0.001 -0.016 -0.003
0.025 -0.082 -0.045
-0.033 0.107 0.092
-0.032 -0.031 -0.024
-0.058 -0.190 -0.071
0.116 0.259 0.271
-0.020 -0.099 -0.095
0.006 -0.014 0.006
0.009 0.003 -0.017
0.000 -0.013 -0.006
-0.023 0.010 -0.010
-0.014 0.040 0.009
0.039 0.060 0.013
-0.008 0.076 -0.120
0.009 -0.019 0.038
0.026 -0.066 0.048
-0.001 -0.025 0.010
-0.018 0.014 -0.083
-0.059 0.031 0.269
0.125 -0.244 -0.254
-0.030 -0.020 -0.020
0.034 0.060 0.013
-0.052 0.017 -0.015
-0.018 -0.015 -0.015
-0.039 -0.062 -0.051
0.090 0.020 0.079
0.005 0.046 -0.046
-0.039 -0.036 0.092
0.095 -0.013 -0.030
-0.001 0.017 -0.032
0.054 0.001 -0.045
-0.058 0.015 0.000
0.012 -0.007 0.015
-0.012 -0.017 -0.015
-0.009 -0.012 -0.010
-0.011 -0.009 -0.009
-0.003 0.001 0.000
-0.005 0.002 0.008
0.013 0.002 -0.010
0.017 0.000 -0.014
0.008 0.007 -0.015
-0.026 0.004 0.016
0.012 -0.002 0.014
0.009 0.020 -0.071
0.002 -0.022 0.098
-0.082 0.067 -0.059
-0.022 -0.007 0.000
-0.029 -0.038 -0.061
0.009 -0.022 0.090
0.055 -0.044 0.195
0.210 0.211 0.243
-0.112 0.262 0.296
0.005 0.004 -0.006
0.016 0.002 -0.006
-0.007 0.006 0.000
-0.002 0.003 -0.010

---

# 5
Here is a molecular structure, C9H19N5O3 at a distorted geometry from OMol25. Energies are from ωB97M-V/def2-TZVPD.

HOMO-LUMO gap   9.27 eV
Maximum force   5.48 eV/Å
E_tot   -23229.6540 eV
Energy relative to the best compared isomer or geometry (same formula, charge and spin)   607.4 kJ/mol
Total charge   0

CARTESIAN COORDINATES (ANGSTROEM)
C -0.48894 1.52330 -0.57397
C -1.21835 0.28624 -0.05089
C 0.63210 2.08103 0.31256
C 2.08535 1.67532 -0.22084
C 2.28982 0.22768 0.34674
C 4.11589 -1.48370 -0.41538
C -3.33357 -0.76604 0.19513
C -4.54280 -1.19948 -0.75844
C -3.58112 -0.80680 1.71304
H -2.36095 2.63482 -0.09952
H -0.94899 3.57766 -1.24074
H 0.23063 1.31555 -1.42851
H 0.47487 3.13800 0.26601
H 0.46407 1.85784 1.40140
H 2.96455 2.55425 -0.08135
H 2.06662 1.44698 -1.35260
H 1.60660 -0.41833 -0.09166
H 1.76573 0.15181 1.40064
H 4.37904 0.21860 0.59397
H 3.99132 -3.15748 -1.03032
H 6.12591 -1.11623 -0.00930
H 5.78816 -2.63375 -0.66089
H -2.84587 0.94000 -1.05206
H -2.58717 -1.54274 0.11263
H -4.08285 0.17057 2.35065
H -4.21884 -1.70971 2.10984
H -2.44812 -1.22829 2.17425
H -4.21147 -2.89774 0.11923
N -1.43838 2.59958 -1.01536
N 3.65828 -0.25428 0.03490
N 3.30971 -2.42320 -0.59660
N 5.46925 -1.59663 -0.69842
N -2.59314 0.42259 -0.25495
O -0.63609 -0.57908 0.67076
O -5.09135 -0.39475 -1.46732
O -4.78987 -2.61359 -0.70263

Forces on the atoms, in the same order (eV/Å):
1.462 1.270 -1.419
0.921 0.170 1.768
0.928 -0.068 0.968
0.235 0.309 -0.221
0.981 0.942 1.477
-1.177 1.297 1.111
-0.857 -0.546 -0.390
0.918 0.208 0.553
0.715 -0.847 4.085
4.088 0.645 -3.593
-1.509 -2.966 1.220
-1.904 -0.537 0.063
0.297 0.776 -0.133
0.514 -0.184 -0.897
-2.372 -2.706 0.152
-0.035 1.008 1.496
-1.092 -1.129 -1.625
2.253 0.135 -1.100
-0.595 -0.037 -0.574
-2.320 0.822 0.793
-1.361 -0.488 -1.329
-0.956 2.460 -0.199
-0.667 0.646 -1.123
0.055 -0.637 -0.399
1.829 -2.626 -2.246
0.754 1.585 -1.323
-3.289 2.101 -0.962
-1.720 0.468 -2.454
-2.396 0.919 2.552
1.182 1.298 1.587
0.821 -3.186 -1.768
3.251 -1.063 1.577
1.228 -2.762 1.947
-2.227 2.213 -2.451
0.263 -1.783 0.619
1.782 2.295 2.240

---

# 6
Here is 2 unconnected molecules or ions with the total composition C5H12S2 at a distorted geometry from OMol25. Energies are from ωB97M-V/def2-TZVPD.

HOMO-LUMO gap   8.89 eV
Maximum force   4.91 eV/Å
E_tot   -27046.7804 eV
Energy relative to the best compared isomer or geometry (same formula, charge and spin)   331.9 kJ/mol
Total charge   0

CARTESIAN COORDINATES (ANGSTROEM)
C -0.45302 2.07321 0.04882
C -0.51893 -2.17904 -0.27692
C 1.63127 0.82282 0.43547
C 0.30759 0.81085 -0.30172
C -0.88580 -0.84039 0.46803
S 2.71521 -0.73954 0.15850
S -2.54930 -0.11350 0.18290
H -1.46000 2.15040 -0.26450
H -0.31361 2.28855 1.14770
H -0.01925 2.95295 -0.49061
H -0.80578 -2.01843 -1.26566
H -1.20411 -2.98473 -0.06627
H 0.50748 -2.45933 0.17559
H 2.08576 1.63680 -0.05299
H 1.64716 0.96651 1.58041
H 0.33547 0.45356 -1.30975
H -0.62746 -0.75591 1.46782
H 2.59793 -0.95292 -1.23973
H -2.99060 -1.11183 -0.39708

Forces on the atoms, in the same order (eV/Å):
1.884 1.063 0.262
0.405 1.302 3.708
0.148 -2.007 0.141
-2.306 -2.783 3.322
0.742 2.129 -3.576
-0.629 0.801 -1.000
1.862 1.763 1.729
-1.161 -0.491 -0.013
-0.471 -0.203 -1.077
0.179 -0.529 0.404
1.114 0.311 -2.272
-0.424 -0.361 0.985
-1.434 0.336 -1.908
1.464 1.144 -0.062
-0.393 -0.254 -1.922
0.158 0.201 -0.594
0.459 -0.118 1.857
-0.092 0.582 1.660
-1.506 -2.886 -1.645